No. 1
2 unconnected molecules or ions with the total composition C6H16N2 at a distorted geometry. Source: the OMol25 dataset; level of theory: ωB97M-V/def2-TZVPD.

Each line ends with the natural charge from an NBO analysis.
Geometry (Å):
N: -0.815 1.204 -0.594  -0.50
N: -1.666 0.753 0.480  -0.49
C: 1.246 -0.076 2.521  -0.62
C: -1.515 0.158 -1.153  0.29
C: 2.523 0.255 0.360  -0.62
C: 2.190 -0.706 1.499  -0.39
C: -0.937 -1.226 -1.069  -0.63
C: -2.484 0.427 -2.271  -0.67
H: -0.384 -1.447 -1.986  0.21
H: 3.145 -0.225 -0.397  0.20
H: 0.315 0.231 2.044  0.23
H: -2.323 -0.227 -3.127  0.23
H: -2.608 1.144 0.378  0.31
H: -0.991 2.139 -0.958  0.35
H: -3.508 0.282 -1.917  0.23
H: 1.609 0.611 -0.117  0.22
H: 1.729 -1.610 1.088  0.18
H: -2.415 1.458 -2.630  0.22
H: 1.014 -0.778 3.323  0.20
H: 1.707 0.803 2.975  0.19
H: 3.061 1.126 0.739  0.20
H: -1.730 -1.967 -0.969  0.22
H: -0.275 -1.303 -0.213  0.24
H: 3.114 -1.025 1.992  0.19

- E (eV) = -9459.0442
- ΔE to the lowest compared entry with this formula, charge and spin (kJ/mol) = 292.4
- total charge = 0
- SMILES string = CC1(C)NN1.CCC
- frontier orbital gap (eV) = 9.54
- HOMO energy (eV) = -8.651
- lowest unoccupied orbital energy (eV) = 0.89
- largest force on an atom (eV/Å) = 2.74

***

No. 2
9 unconnected molecules or ions with the total composition C24H32Cl16N2OS at a distorted geometry. Source: the OMol25 dataset; level of theory: ωB97M-V/def2-TZVPD.

Each line ends with the Löwdin charge.
Geometry (Å):
Cl: -3.805 5.278 -4.789  0.52
Cl: -1.033 7.790 3.541  0.49
Cl: -4.485 -1.538 5.752  0.50
Cl: 0.719 8.836 5.625  0.48
Cl: 0.726 1.447 -5.865  0.55
Cl: 3.311 -5.738 -0.518  0.51
Cl: -3.625 -6.096 -4.677  0.49
Cl: -4.870 0.869 4.149  0.50
Cl: -1.233 3.972 -4.356  0.52
Cl: 0.686 -10.044 1.261  0.51
Cl: 0.281 -7.665 -0.378  0.48
Cl: 3.808 -2.865 -0.500  0.51
Cl: 3.195 0.642 -4.523  0.55
Cl: -1.440 -4.163 -4.607  0.59
Cl: 4.465 4.073 6.268  0.50
Cl: 2.413 6.068 5.704  0.49
S: 2.784 1.337 3.318  0.91
O: -0.875 0.807 -1.295  -0.22
N: 1.709 2.065 2.198  -0.27
N: 1.947 -0.059 3.847  -0.28
C: 1.326 -8.460 0.805  -1.06
C: -1.048 0.428 -2.697  -0.15
C: 1.242 -2.880 -3.918  -0.12
C: -0.962 2.644 0.342  -0.10
C: 0.522 1.214 2.198  -0.21
C: -1.944 0.342 1.596  -0.01
C: -0.086 -3.446 -1.548  -0.08
C: -0.946 8.447 5.179  -1.02
C: -3.836 0.050 5.325  -1.03
C: 1.182 2.195 -1.077  -0.04
C: -1.781 -0.905 2.587  -0.06
C: 3.581 -4.310 0.490  -1.01
C: -0.448 -1.132 3.388  -0.01
C: 0.905 -3.838 -2.714  -0.16
C: -0.453 2.184 -1.149  -0.33
C: 2.865 4.363 5.575  -1.05
C: -2.777 4.431 -3.628  -1.03
C: -1.893 -5.840 -4.928  -1.01
C: 0.665 -0.032 3.175  -0.27
C: -0.820 1.411 1.362  -0.08
C: -0.696 -2.020 -1.629  -0.02
C: 0.620 -1.433 -3.989  -0.08
C: 2.374 1.922 -5.424  -0.98
C: -0.346 -1.034 -2.825  -0.11
H: -0.287 3.524 0.644  0.12
H: 1.662 2.390 -2.103  0.06
H: 1.502 1.132 -0.754  0.10
H: -2.183 0.225 -2.826  0.14
H: -3.772 0.660 6.226  0.03
H: -2.650 -1.646 2.688  0.09
H: 2.132 3.761 6.112  0.03
H: -1.394 -1.693 -0.776  0.09
H: -1.547 9.354 5.230  0.03
H: -2.059 2.944 0.210  0.12
H: -2.587 5.087 -2.779  0.03
H: -2.843 -0.077 4.895  -0.01
H: 2.317 -8.590 0.372  0.01
H: -1.338 -6.492 -4.255  0.03
H: -1.646 -6.081 -5.962  0.03
H: -0.636 1.186 -3.444  0.07
H: 1.962 -3.225 -4.751  0.09
H: 2.330 2.817 -4.804  0.02
H: -2.946 0.425 1.028  0.11
H: 2.717 -4.164 1.137  0.03
H: 1.392 -7.835 1.695  0.03
H: 2.877 4.079 4.524  -0.01
H: -0.865 2.872 -1.964  0.09
H: -0.350 -2.033 4.076  0.10
H: 2.936 2.130 -6.333  0.03
H: 1.573 2.896 -0.250  0.06
H: 0.877 -0.705 -4.834  -0.02
H: -0.328 -4.156 -0.683  0.08
H: 4.473 -4.468 1.095  0.03
H: -1.335 7.708 5.878  0.03
H: 1.385 -4.871 -2.657  0.06
H: -3.291 3.531 -3.291  0.03

- E (eV) = -241618.0819
- ΔE to the lowest compared entry with this formula, charge and spin (kJ/mol) = 945.7
- total charge = 0
- SMILES string = C[C@H](Cc1cccc2nsnc12)OCc1ccccc1.ClCCl.ClCCl.ClCCl.ClCCl.ClCCl.ClCCl.ClCCl.ClCCl
- frontier orbital gap (eV) = 6.76
- HOMO energy (eV) = -8.147
- lowest unoccupied orbital energy (eV) = -1.39
- largest force on an atom (eV/Å) = 5.12